Record 1
{"formula": "C7H12", "method": "ωB97M-V/def2-TZVPD", "elements": ["C", "C", "C", "C", "C", "C", "C", "H", "H", "H", "H", "H", "H", "H", "H", "H", "H", "H", "H"], "positions_angstrom": [[-2.144, 0.309, 1.167], [-0.825, -0.605, 1.252], [-0.211, -0.795, -0.151], [0.877, 0.060, -0.513], [1.146, 1.414, -0.201], [2.441, 1.873, -0.336], [-0.684, -1.854, -1.119], [-1.923, 1.307, 0.712], [-2.833, -0.206, 0.434], [-2.750, 0.333, 2.090], [-1.001, -1.673, 1.586], [-0.092, -0.119, 1.880], [1.809, -0.584, -0.899], [-0.408, 1.275, -1.393], [3.005, 2.757, -0.031], [3.037, 1.136, -0.929], [-1.762, -1.881, -1.237], [-0.120, -1.905, -2.063], [-0.563, -2.842, -0.740]], "homo_energy_ha": -0.2879, "total_charge": 0, "energy_ev": -7445.39227, "lumo_energy_ev": -0.97}

---

Record 2
{"formula": "CH3NO3", "method": "ωB97M-V/def2-TZVPD", "elements": ["C", "N", "O", "O", "O", "H", "H", "H"], "positions_angstrom": [[0.362, -0.333, -0.380], [-1.603, -0.838, 0.173], [-1.614, -1.975, -0.115], [0.278, 1.580, 0.779], [0.986, 0.331, 0.590], [0.541, -1.313, -0.452], [0.095, 0.277, -1.301], [0.956, 2.271, 0.706]], "homo_energy_ha": [-0.2764, -0.2834], "total_charge": 0, "energy_ev": -8710.96167, "lumo_energy_ev": [0.39, 0.29]}

---

Record 3
{"formula": "C37H28CrN8OSb", "method": "ωB97M-V/def2-TZVPD", "elements": ["Cr", "C", "C", "C", "C", "C", "N", "C", "C", "C", "C", "C", "C", "C", "C", "N", "C", "N", "C", "N", "C", "N", "C", "N", "C", "N", "C", "C", "C", "C", "C", "C", "C", "C", "C", "C", "C", "C", "C", "C", "N", "H", "H", "H", "H", "H", "H", "H", "H", "H", "H", "H", "H", "H", "H", "H", "H", "C", "Sb", "C", "C", "H", "H", "H", "H", "H", "H", "H", "H", "H", "C", "C", "O", "H", "H", "H"], "positions_angstrom": [[-0.355, 0.152, 0.639], [-2.974, -5.775, -0.461], [-3.887, -5.057, -1.253], [-3.784, -3.687, -1.400], [-2.745, -3.045, -0.733], [-2.345, -1.651, -0.667], [-2.975, -0.674, -1.321], [-2.594, 0.585, -1.296], [-3.241, 1.639, -2.076], [-4.323, 1.624, -2.944], [-4.669, 2.820, -3.553], [-3.951, 3.997, -3.303], [-2.869, 4.007, -2.439], [-2.529, 2.808, -1.828], [-1.461, 2.456, -0.895], [-0.562, 3.325, -0.464], [0.431, 3.016, 0.358], [0.718, 1.802, 0.904], [1.856, 1.896, 1.644], [2.486, 0.926, 2.285], [2.090, -0.341, 2.276], [1.002, -0.871, 1.660], [0.993, -2.228, 1.844], [0.129, -3.103, 1.367], [-0.895, -2.789, 0.581], [-1.245, -1.549, 0.124], [-1.837, -3.758, 0.053], [-1.941, -5.138, 0.199], [2.146, -2.594, 2.659], [2.605, -3.818, 3.131], [3.768, -3.816, 3.882], [4.460, -2.625, 4.153], [4.003, -1.409, 3.678], [2.833, -1.412, 2.928], [2.338, 3.274, 1.591], [3.445, 3.894, 2.152], [3.627, 5.240, 1.881], [2.730, 5.945, 1.067], [1.628, 5.321, 0.506], [1.446, 3.974, 0.783], [-1.547, 1.126, -0.608], [-3.086, -6.848, -0.370], [-4.685, -5.590, -1.754], [-4.484, -3.125, -2.006], [-4.870, 0.709, -3.131], [-5.510, 2.849, -4.234], [-4.251, 4.913, -3.797], [-2.307, 4.909, -2.236], [-1.232, -5.685, 0.809], [2.066, -4.730, 2.913], [4.155, -4.751, 4.269], [5.367, -2.664, 4.744], [4.529, -0.485, 3.879], [4.132, 3.339, 2.777], [4.478, 5.760, 2.303], [2.904, 6.996, 0.875], [0.930, 5.856, -0.125], [2.881, 1.055, -2.803], [1.349, -0.203, -1.989], [2.155, -2.046, -2.729], [-0.052, 0.098, -3.582], [3.021, 0.814, -3.858], [3.814, 0.891, -2.264], [2.594, 2.102, -2.701], [2.340, -1.950, -3.799], [1.451, -2.858, -2.549], [3.089, -2.270, -2.214], [0.416, -0.156, -4.533], [-0.363, 1.144, -3.598], [-0.934, -0.525, -3.430], [-2.012, -0.756, 3.183], [-1.589, 0.351, 2.249], [-1.983, 1.488, 2.396], [-2.645, -0.363, 3.978], [-1.126, -1.236, 3.605], [-2.551, -1.521, 2.618]], "homo_energy_ha": [-0.2421, -0.2397], "total_charge": 0, "energy_ev": -87754.39263, "s2": 4.074, "spin_multiplicity": 4, "lumo_energy_ev": [-1.45, -1.68]}

---

Record 4
{"formula": "C3H3NO2", "method": "ωB97M-V/def2-TZVPD", "elements": ["C", "O", "C", "O", "C", "N", "H", "H", "H"], "positions_angstrom": [[0.977, -0.547, -0.220], [-0.381, -0.951, -0.533], [-1.295, -0.076, -0.133], [-2.479, -0.154, -0.261], [-0.630, 1.083, 0.531], [-0.098, 1.974, 1.042], [1.021, 0.455, 0.319], [1.386, -1.320, 0.425], [1.499, -0.463, -1.169]], "homo_energy_ha": -0.4333, "total_charge": 0, "energy_ev": -8743.05439, "lumo_energy_ev": 0.04}

---

Record 5
{"formula": "C4H15N2O4", "method": "ωB97M-V/def2-TZVPD", "elements": ["C", "C", "C", "N", "C", "N", "H", "H", "H", "H", "H", "H", "H", "H", "H", "O", "H", "H", "O", "H", "H", "O", "H", "H", "O"], "positions_angstrom": [[-0.743, 0.231, -2.322], [0.247, 0.422, -1.247], [1.405, 1.119, -1.272], [2.180, 0.834, -0.146], [1.405, 0.042, 0.638], [0.248, -0.219, 0.000], [-0.994, -0.832, -2.398], [-0.320, 0.563, -3.269], [-1.647, 0.826, -2.187], [1.844, 1.640, -2.106], [3.105, 1.151, 0.057], [1.842, -0.421, 1.474], [-0.521, -0.698, 0.438], [-1.044, 3.224, 0.274], [-1.387, 1.713, 0.274], [-0.880, 2.397, -0.194], [1.991, -2.940, 0.123], [3.381, -2.766, 0.719], [2.630, -2.274, 0.394], [-1.713, -1.565, 2.032], [-1.909, -3.008, 1.410], [-1.270, -2.331, 1.645], [-2.137, 1.175, 2.498], [-3.317, 0.976, 1.494], [-2.396, 0.740, 1.674]], "homo_energy_ha": [-0.0955, -0.2861], "total_charge": 0, "energy_ev": -15558.49701, "s2": 0.754, "spin_multiplicity": 2, "lumo_energy_ev": [0.63, 0.39]}

---

What did the second record say?
{"formula": "CH3NO3", "method": "ωB97M-V/def2-TZVPD", "elements": ["C", "N", "O", "O", "O", "H", "H", "H"], "positions_angstrom": [[0.362, -0.333, -0.380], [-1.603, -0.838, 0.173], [-1.614, -1.975, -0.115], [0.278, 1.580, 0.779], [0.986, 0.331, 0.590], [0.541, -1.313, -0.452], [0.095, 0.277, -1.301], [0.956, 2.271, 0.706]], "homo_energy_ha": [-0.2764, -0.2834], "total_charge": 0, "energy_ev": -8710.96167, "lumo_energy_ev": [0.39, 0.29]}

---

Question: Number 5 is which compound?
Answer: C4H15N2O4